Entry 1:
# C35H42Cl10F4O2

A 11-piece molecular cluster, C35H42Cl10F4O2 overall in a non-equilibrium geometry (wB97M-V/def2-TZVPD, OMol25).

Atoms and positions in Å:
1 F 0.272 7.234 4.959
2 C -0.075 6.237 4.162
3 C 0.060 6.266 2.766
4 C -0.143 5.080 2.045
5 C -0.662 3.952 2.675
6 C -0.774 3.920 4.037
7 C -0.511 5.091 4.791
8 H 0.477 7.194 2.403
9 H 0.023 5.161 0.981
10 H -0.833 3.057 2.095
11 H -0.943 2.960 4.503
12 H -0.557 5.097 5.870
13 F 0.684 1.473 4.072
14 C 1.336 0.375 3.510
15 C 0.639 -0.728 3.111
16 C 1.291 -1.793 2.433
17 C 2.652 -1.783 2.290
18 C 3.378 -0.722 2.786
19 C 2.718 0.371 3.358
20 H -0.441 -0.741 3.139
21 H 0.701 -2.607 2.036
22 H 3.162 -2.570 1.753
23 H 4.451 -0.709 2.656
24 H 3.303 1.236 3.635
25 F 2.579 -4.872 0.432
26 C 1.867 -4.248 -0.559
27 C 0.485 -4.379 -0.584
28 C -0.309 -3.687 -1.531
29 C 0.310 -2.874 -2.497
30 C 1.706 -2.819 -2.510
31 C 2.489 -3.515 -1.560
32 H -0.034 -4.909 0.201
33 H -1.383 -3.791 -1.482
34 H -0.305 -2.341 -3.207
35 H 2.197 -2.125 -3.175
36 H 3.557 -3.392 -1.461
37 F -2.535 -1.799 1.631
38 C -2.763 -3.107 1.420
39 C -2.130 -4.092 2.157
40 C -2.479 -5.401 1.981
41 C -3.349 -5.767 0.948
42 C -3.962 -4.756 0.234
43 C -3.674 -3.417 0.473
44 H -1.437 -3.971 2.977
45 H -2.015 -6.179 2.569
46 H -3.507 -6.797 0.663
47 H -4.663 -5.043 -0.535
48 H -4.022 -2.666 -0.222
49 C 3.647 0.636 -4.202
50 Cl 3.681 -0.008 -5.857
51 Cl 4.759 -0.121 -3.131
52 H 3.968 1.658 -4.399
53 H 2.599 0.592 -3.904
54 C 2.095 3.954 -1.065
55 Cl 3.734 3.761 -1.808
56 Cl 2.117 3.275 0.555
57 H 1.880 5.022 -1.090
58 H 1.346 3.413 -1.644
59 C -1.557 3.059 -3.146
60 Cl -1.184 4.650 -2.414
61 Cl -3.228 3.067 -3.780
62 H -0.843 2.911 -3.956
63 H -1.366 2.194 -2.510
64 C 5.818 1.359 -0.008
65 Cl 7.282 2.269 -0.278
66 Cl 6.201 -0.363 0.135
67 H 5.325 1.735 0.889
68 H 5.207 1.511 -0.897
69 C -3.961 1.518 1.553
70 Cl -3.093 1.077 3.016
71 Cl -2.857 1.919 0.206
72 H -4.691 0.780 1.221
73 H -4.529 2.386 1.885
74 C -5.212 -1.120 -4.058
75 C -4.013 -1.581 -3.355
76 O -3.706 -2.763 -3.419
77 C -3.112 -0.658 -2.498
78 H -4.983 -0.199 -4.594
79 H -6.041 -1.124 -3.350
80 H -5.436 -1.903 -4.782
81 H -2.266 -1.172 -2.042
82 H -3.676 -0.202 -1.685
83 H -2.849 0.210 -3.104
84 C 2.522 0.026 -0.563
85 C 1.138 0.385 -1.000
86 O 0.984 0.950 -2.088
87 C -0.065 0.053 -0.139
88 H 2.652 -1.054 -0.641
89 H 2.653 0.325 0.477
90 H 3.289 0.501 -1.174
91 H -0.983 0.117 -0.724
92 H -0.069 0.798 0.656
93 H -0.006 -0.949 0.285

Results
**Total charge**: +1
**E_tot**: -6510.36648 hartree
**Multiplicity**: 2
**Kohn-Sham gap (alpha / beta)**: 7.33 / 2.78 eV
**Expectation value of S²**: 0.766
**E_LUMO (alpha / beta)**: -3.843 / -8.393 eV
**E_HOMO (alpha / beta)**: -11.17 / -11.17 eV

=====

Entry 2:
# C35H42Cl2N2O3PV

C35H42Cl2N2O3PV as an isolated structure in a non-equilibrium geometry (wB97M-V/def2-TZVPD, OMol25).

Atoms and positions in Å:
1 O 2.292 1.212 -4.631
2 C 2.116 1.467 -5.806
3 C 2.174 2.809 -6.401
4 C 2.445 3.931 -5.615
5 H 2.613 3.794 -4.556
6 C 2.494 5.184 -6.195
7 H 2.704 6.054 -5.588
8 C 2.274 5.329 -7.562
9 H 2.313 6.312 -8.013
10 C 2.004 4.218 -8.350
11 H 1.834 4.334 -9.411
12 C 1.955 2.961 -7.769
13 H 1.745 2.088 -8.376
14 H 1.892 0.655 -6.531
15 C -3.243 0.878 -2.498
16 C -3.017 0.103 -1.243
17 H -4.295 0.932 -2.788
18 H -2.687 0.425 -3.318
19 H -2.862 1.892 -2.401
20 C -3.942 -0.634 -0.619
21 C -5.371 -0.859 -1.015
22 H -3.647 -1.180 0.273
23 H -5.675 -0.258 -1.868
24 H -6.052 -0.633 -0.189
25 H -5.545 -1.907 -1.277
26 V -1.145 0.155 -0.456
27 Cl -1.138 2.461 -0.083
28 Cl -0.061 0.207 -2.491
29 C -2.846 0.591 1.859
30 O -1.882 -0.095 1.476
31 N -3.491 0.371 3.008
32 C -3.124 -0.722 3.884
33 C -4.603 1.206 3.408
34 H -3.209 1.431 1.272
35 H -2.300 -1.265 3.437
36 H -3.971 -1.395 4.022
37 H -2.821 -0.342 4.860
38 H -4.775 1.973 2.660
39 H -4.397 1.690 4.363
40 H -5.511 0.610 3.511
41 H -0.679 -5.316 0.341
42 H 1.742 -5.096 -0.668
43 C -0.994 -4.685 -0.491
44 C 1.286 -4.461 -1.428
45 N 0.092 -3.826 -0.914
46 H -1.828 -4.068 -0.181
47 C -0.008 -2.495 -0.858
48 O -1.011 -1.907 -0.422
49 H 2.005 -3.704 -1.728
50 H 0.851 -1.943 -1.234
51 H -1.307 -5.327 -1.314
52 H 1.048 -5.077 -2.296
53 C 0.185 3.200 4.129
54 C 0.846 3.489 2.934
55 C 1.092 2.473 2.014
56 C 0.682 1.146 2.263
57 C 0.027 0.868 3.477
58 C -0.224 1.892 4.400
59 P 1.040 -0.108 0.978
60 C 2.823 0.121 1.397
61 C 3.782 0.039 0.376
62 C 5.151 0.092 0.678
63 C 5.580 0.233 2.001
64 C 4.651 0.317 3.029
65 C 3.292 0.262 2.738
66 C 0.651 -1.747 1.949
67 C 1.747 -2.430 2.560
68 C 1.608 -3.623 3.282
69 C 0.369 -4.221 3.426
70 C -0.727 -3.636 2.831
71 C -0.595 -2.446 2.110
72 H -0.008 3.992 4.840
73 H 1.169 4.500 2.722
74 H 1.605 2.717 1.090
75 H -0.298 -0.127 3.724
76 H -0.735 1.673 5.326
77 H 3.469 -0.098 -0.649
78 H 5.884 0.013 -0.111
79 H 6.639 0.258 2.236
80 H 4.978 0.404 4.060
81 H 2.617 0.285 3.582
82 H 2.755 -2.090 2.492
83 H 2.474 -4.093 3.729
84 H 0.258 -5.145 3.980
85 H -1.699 -4.112 2.918
86 H -1.532 -2.179 1.703

Results
**Total charge**: -1
**E_tot**: -3899.92975 hartree
**Multiplicity**: 4
**Kohn-Sham gap (alpha / beta)**: 4.48 / 6.07 eV
**Expectation value of S²**: 3.766
**E_LUMO (alpha / beta)**: 2.369 / 2.369 eV
**E_HOMO (alpha / beta)**: -2.11 / -3.70 eV